*a*
56
Properties=species:S:1:pos:R:3:lowdin_charge:R:1 method="wB97M-V/def2-TZVPD" lumo_ev=0.54 smiles="Cc1cc(C)cc(NC(=O)CN2C(=O)COc3ccc(S(=O)(=O)N4CCCC4)cc32)c1" homo_lumo_gap_ev=9.08 homo_energy_ev=-8.5 spin_multiplicity=1 charge=0
C -6.516 0.156 0.875 -0.0498
C -5.168 -0.411 0.545 -0.2726
C -4.865 -1.727 0.874 -0.0198
C -3.627 -2.277 0.575 -0.2641
C -3.326 -3.704 0.918 -0.0473
C -2.673 -1.498 -0.065 0.0236
C -2.962 -0.182 -0.400 -0.1972
N -2.046 0.659 -1.049 0.1505
C -0.782 0.398 -1.441 -0.4209
O -0.183 -0.649 -1.311 0.0691
C -0.124 1.639 -2.071 -0.0221
N 0.172 2.627 -1.046 0.0382
C -0.749 3.596 -0.817 -0.3956
O -1.835 3.611 -1.367 0.0695
C -0.296 4.692 0.130 -0.0571
O 0.437 4.223 1.238 0.0054
C 1.359 3.260 0.964 -0.1886
C 2.368 3.047 1.896 0.0262
C 3.313 2.059 1.683 -0.0396
C 3.246 1.302 0.531 -0.2556
S 4.482 0.041 0.215 0.6764
O 5.470 0.575 -0.677 -0.2815
O 4.938 -0.462 1.484 -0.2863
N 3.571 -1.070 -0.649 -0.2434
C 2.616 -1.792 0.189 -0.1864
C 3.022 -3.276 0.143 -0.1505
C 4.442 -3.248 -0.424 -0.1641
C 4.372 -2.050 -1.368 -0.1909
C 2.247 1.494 -0.403 0.0186
C 1.279 2.466 -0.192 -0.0925
C -4.208 0.357 -0.092 0.0117
H -7.289 -0.358 0.304 0.0833
H -6.738 0.019 1.932 0.0814
H -6.562 1.216 0.642 0.0731
H -5.610 -2.332 1.372 0.1192
H -3.800 -3.986 1.855 0.0775
H -2.254 -3.865 0.999 0.0759
H -3.709 -4.361 0.136 0.0854
H -1.708 -1.912 -0.305 0.1024
H -2.394 1.597 -1.230 0.1172
H 0.790 1.352 -2.587 0.1314
H -0.812 2.107 -2.780 0.1370
H -1.170 5.213 0.527 0.1433
H 0.309 5.409 -0.450 0.1500
H 2.381 3.661 2.781 0.1260
H 4.096 1.863 2.397 0.1191
H 1.609 -1.629 -0.204 0.0950
H 2.674 -1.389 1.202 0.1147
H 2.976 -3.738 1.127 0.1097
H 2.361 -3.821 -0.531 0.1097
H 5.161 -3.041 0.369 0.1101
H 4.716 -4.171 -0.930 0.1101
H 3.848 -2.308 -2.293 0.1278
H 5.338 -1.608 -1.606 0.1116
H 2.236 0.842 -1.258 0.1086
H -4.422 1.384 -0.355 0.1173


*b*
56
Properties=species:S:1:pos:R:3:lowdin_charge:R:1 method="wB97M-V/def2-TZVPD" lumo_ev=0.68 smiles="CCOc1ccccc1NC(=O)CN(c1ccc(C)cc1)S(=O)(=O)c1c(C)noc1C" homo_lumo_gap_ev=9.03 homo_energy_ev=-8.3 spin_multiplicity=1 charge=0
C 1.446 1.489 -3.541 -0.0471
C 2.331 0.272 -3.316 -0.2336
O 2.138 -0.153 -1.980 -0.0771
C 2.965 -1.113 -1.463 -0.2123
C 3.745 -1.979 -2.211 -0.0185
C 4.499 -2.957 -1.579 -0.0897
C 4.477 -3.077 -0.203 -0.0863
C 3.717 -2.205 0.559 -0.0031
C 2.969 -1.214 -0.056 -0.1475
N 2.219 -0.260 0.642 0.1494
C 1.850 -0.268 1.938 -0.4437
O 2.077 -1.148 2.743 0.0707
C 1.056 0.995 2.313 -0.0715
N -0.192 1.106 1.585 -0.1566
C -1.371 0.551 2.096 -0.2672
C -1.329 -0.556 2.943 -0.0161
C -2.504 -1.120 3.404 -0.0307
C -3.744 -0.618 3.032 -0.2814
C -5.012 -1.227 3.546 -0.0519
C -3.773 0.488 2.192 -0.0236
C -2.609 1.073 1.731 -0.0200
S -0.233 2.115 0.258 0.7156
O -0.922 3.339 0.534 -0.2589
O 1.128 2.233 -0.192 -0.2845
C -1.154 1.216 -0.953 -0.1747
C -1.934 1.824 -1.984 -0.3288
C -2.136 3.268 -2.233 -0.0083
N -2.457 0.901 -2.741 0.1181
O -2.054 -0.302 -2.263 0.0319
C -1.265 -0.131 -1.196 -0.2546
C -0.708 -1.347 -0.567 0.0519
H 1.719 1.980 -4.470 0.0811
H 0.402 1.195 -3.593 0.0684
H 1.572 2.180 -2.711 0.0693
H 2.062 -0.533 -4.014 0.1259
H 3.387 0.532 -3.469 0.1314
H 3.764 -1.905 -3.287 0.1060
H 5.100 -3.627 -2.175 0.1020
H 5.058 -3.844 0.285 0.1021
H 3.700 -2.281 1.633 0.1040
H 1.942 0.549 0.083 0.1007
H 0.859 0.986 3.389 0.1430
H 1.656 1.874 2.066 0.1305
H -0.384 -0.983 3.238 0.1048
H -2.450 -1.976 4.062 0.1156
H -5.355 -0.686 4.428 0.0844
H -4.858 -2.266 3.826 0.0757
H -5.798 -1.175 2.795 0.0776
H -4.724 0.908 1.897 0.1169
H -2.659 1.954 1.113 0.0954
H -2.351 3.780 -1.298 0.0739
H -2.944 3.406 -2.944 0.0887
H -1.221 3.696 -2.639 0.0935
H 0.354 -1.423 -0.792 0.0769
H -1.218 -2.217 -0.974 0.1033
H -0.832 -1.323 0.513 0.0789


Most stable to least stable, the ends of the list are *a* and *b*.


*a*
24
Properties=species:S:1:pos:R:3:lowdin_charge:R:1 method="wB97M-V/def2-TZVPD" lumo_ev=0.68 smiles="CC(C)(C)C1=CC(O)(O)NO1" homo_lumo_gap_ev=9.40 homo_energy_ev=-8.7 spin_multiplicity=1 charge=0
C 1.795 -1.456 -0.198 -0.0066
C 1.326 -0.004 -0.032 -0.5471
C 1.769 0.560 1.326 -0.0298
C 1.836 0.746 -1.227 -0.0598
C -0.164 0.190 -0.009 -0.2641
C -1.074 -0.802 -0.099 0.0629
C -2.458 -0.270 0.033 -0.5772
O -3.095 -0.328 -1.184 0.0466
O -3.330 -0.705 1.008 0.0105
N -2.059 1.291 0.366 0.0882
O -0.656 1.462 0.095 -0.0354
H 2.465 -1.528 -0.947 0.0452
H 2.064 -1.709 0.896 0.1254
H 1.040 -2.143 -0.330 0.0339
H 2.784 0.364 1.325 0.0556
H 1.189 -0.012 2.167 0.1380
H 1.532 1.594 1.422 0.0726
H 1.335 0.337 -2.130 0.1041
H 2.891 0.623 -1.435 0.0748
H 1.675 1.905 -1.251 0.1245
H -0.852 -1.860 0.117 0.1273
H -4.048 -0.191 -1.158 0.1115
H -3.462 0.136 1.650 0.1835
H -2.503 1.803 -0.403 0.1154


*b*
24
Properties=species:S:1:pos:R:3:lowdin_charge:R:1 method="wB97M-V/def2-TZVPD" lumo_ev=0.58 smiles=O[C@H]1C[C@@H]2CC[C@](O)(N2)[C@H]1O homo_lumo_gap_ev=9.39 homo_energy_ev=-8.8 spin_multiplicity=1 charge=0
O -2.769 -0.648 -0.385 0.0031
C -1.695 -0.488 0.486 -0.2572
C -0.347 -1.725 0.159 -0.0116
C 0.461 -0.864 -1.074 -0.1730
C 1.977 -0.424 -0.461 -0.1428
C 1.880 1.105 0.072 -0.0856
C 0.336 0.792 0.509 -0.3020
O 0.592 -0.230 1.509 -0.1582
N -0.201 0.514 -1.008 -0.0839
C -1.225 1.161 0.713 -0.1763
O -1.736 2.100 -0.292 -0.1597
H -2.999 -1.535 -0.308 0.0480
H -1.803 -0.786 1.545 0.1073
H 0.157 -1.859 1.234 0.1282
H -1.148 -2.569 -0.010 0.0984
H 0.546 -1.243 -2.137 0.1268
H 2.641 -0.307 -1.494 0.1378
H 2.437 -1.121 0.257 0.0888
H 1.996 1.760 -0.830 0.0884
H 2.781 1.524 0.810 0.1578
H 1.226 0.312 1.970 0.1013
H 0.140 1.280 -1.568 0.0906
H -1.829 1.392 1.688 0.1608
H -1.419 1.861 -1.382 0.2127


Most stable to least stable, the ends of the list are *a* and *b*.